Version i
The following is a DFT calculation (wB97M-V/def2-TZVPD) of a cluster of 6 separate species, C18H36O18 in total.

Each atom is followed by the atoms it is bonded to, with distances in Å.
Geometry (Å):
1 H 1.918 -4.281 6.613  C14 1.090
2 H 1.887 8.975 -2.489  C59 1.090
3 H 3.432 9.775 -1.983  C59 1.090
4 H -4.968 -7.823 4.341  C7 1.090
5 C 2.229 11.089 -4.109  O6 1.217, O45 1.408, O61 1.307
6 O 3.074 10.416 -4.670  C5 1.217
7 C -5.753 -7.143 4.010  H4 1.090, H27 1.090, O47 1.401, H52 1.090
8 H 0.201 -3.189 0.488  C57 1.090
9 H 1.730 2.583 0.886  C66 1.090
10 C 6.465 -0.271 -2.757  H34 1.090, H49 1.090, H56 1.090, O67 1.436
11 H 0.682 -4.551 7.751  C14 1.090
12 O 0.456 -1.138 0.268  C57 1.414, C62 1.305
13 H 1.727 -1.665 -3.625  C28 1.090
14 C 1.512 -3.877 7.540  H1 1.090, H11 1.090, O31 1.410, H48 1.090
15 O -6.083 0.109 -4.403  C21 1.389, C33 1.281
16 H -6.440 -1.019 -6.187  C21 1.090
17 H -3.541 -6.349 -0.459  C63 1.090
18 H 1.837 13.542 -6.267  C22 1.090
19 O 4.268 -1.848 -2.722  C46 1.211
20 H -5.457 0.454 -6.313  C21 1.090
21 C -6.274 -0.025 -5.773  O15 1.389, H16 1.090, H20 1.090, H43 1.090
22 C 1.951 12.485 -6.026  H18 1.090, H23 1.090, O61 1.427, H71 1.090
23 H 1.348 11.804 -6.626  C22 1.090
24 H 3.899 -6.757 10.588  C55 1.090
25 H -6.233 2.444 -0.989  C30 1.090
26 H 1.653 2.266 -0.879  C66 1.090
27 H -5.494 -6.238 4.559  C7 1.090
28 C 2.278 -1.356 -4.512  H13 1.090, O35 1.401, H38 1.090, H72 1.090
29 O -5.156 -6.094 0.673  C63 1.362, C68 1.399
30 C -5.417 2.176 -1.660  H25 1.090, H39 1.090, H51 1.090, O70 1.447
31 O 2.480 -3.894 8.566  C14 1.410, C36 1.314
32 H 5.504 -5.847 10.424  C55 1.090
33 C -5.682 1.197 -3.859  O15 1.281, O53 1.257, O70 1.341
34 H 6.976 -1.210 -2.967  C10 1.090
35 O 3.361 -0.509 -4.246  C28 1.401, C46 1.304
36 C 3.047 -5.022 8.931  O31 1.314, O64 1.327, O69 1.220
37 H 2.035 9.840 -0.997  C59 1.090
38 H 1.639 -0.640 -5.030  C28 1.090
39 H -5.211 3.067 -2.253  C30 1.090
40 H 1.037 -2.321 1.756  C57 1.090
41 H 1.775 -2.737 0.065  C57 1.090
42 H -4.549 -5.039 -1.089  C63 1.090
43 H -7.197 0.492 -6.036  C21 1.090
44 O 0.565 0.899 0.138  C62 1.237, C66 1.451
45 O 1.871 11.024 -2.749  C5 1.408, C59 1.446
46 C 4.329 -0.887 -3.457  O19 1.211, O35 1.304, O67 1.270
47 O -5.839 -6.945 2.626  C7 1.401, C68 1.325
48 H 1.185 -2.919 7.138  C14 1.090
49 H 6.050 -0.276 -1.749  C10 1.090
50 H 0.276 2.955 0.030  C66 1.090
51 H -4.483 1.977 -1.134  C30 1.090
52 H -6.748 -7.413 4.362  C7 1.090
53 O -5.368 2.224 -4.513  C33 1.257
54 O 2.317 -0.071 1.169  C62 1.294
55 C 4.448 -5.822 10.696  H24 1.090, H32 1.090, O64 1.411, H65 1.090
56 H 7.242 0.492 -2.823  C10 1.090
57 C 0.935 -2.405 0.675  H8 1.090, O12 1.414, H40 1.090, H41 1.090
58 H -3.631 -4.797 0.301  C63 1.090
59 C 2.347 9.856 -2.042  H2 1.090, H3 1.090, H37 1.090, O45 1.446
60 O -3.637 -6.521 2.333  C68 1.208
61 O 1.725 12.165 -4.654  C5 1.307, C22 1.427
62 C 1.156 -0.087 0.597  O12 1.305, O44 1.237, O54 1.294
63 C -4.241 -5.560 -0.183  H17 1.090, O29 1.362, H42 1.090, H58 1.090
64 O 3.801 -4.781 9.997  C36 1.327, C55 1.411
65 H 4.487 -5.595 11.761  C55 1.090
66 C 1.102 2.245 0.061  H9 1.090, H26 1.090, O44 1.451, H50 1.090
67 O 5.267 -0.033 -3.512  C10 1.436, C46 1.270
68 C -4.774 -6.574 1.930  O29 1.399, O47 1.325, O60 1.208
69 O 2.882 -6.083 8.352  C36 1.220
70 O -5.707 1.053 -2.526  C30 1.447, C33 1.341
71 H 2.990 12.273 -6.279  C22 1.090
72 H 2.507 -2.260 -5.077  C28 1.090

## Properties
- E_HOMO: -0.37401 hartree
- SMILES: COC(=O)OC.COC(=O)OC.COC(=O)OC.COC(=O)OC.COC(=O)OC.COC(=O)OC

=====

Version ii
The following is a DFT calculation (wB97M-V/def2-TZVPD) of a cluster of 6 separate species, C18H36O18 in total.

Each atom is followed by the atoms it is bonded to, with distances in Å.
Geometry (Å):
1 C -4.531 -5.421 0.231  H10 1.090, H12 1.090, H24 1.090, O28 1.461
2 H 0.589 -1.133 3.682  C20 1.090
3 H -2.939 0.932 1.026  C31 1.090
4 C 3.755 0.303 -2.696  O19 1.376, O41 1.203, O70 1.333
5 O -1.282 0.524 3.256  C50 1.243
6 C -1.286 -8.951 0.415  H16 1.090, O46 1.407, H49 1.090, H54 1.090
7 O -0.195 2.482 -3.195  C64 1.386, C66 1.413
8 O 0.933 4.016 -4.522  C64 1.244
9 C -2.717 -7.017 0.392  O28 1.364, O43 1.263, O46 1.359
10 H -5.405 -5.067 -0.316  C1 1.090
11 H 1.504 3.678 -0.146  C51 1.090
12 H -5.042 -5.715 1.148  C1 1.090
13 O -1.462 -1.691 3.628  C20 1.402, C50 1.332
14 O 0.661 -0.437 0.453  C34 1.292, C40 1.412
15 H -1.847 -3.349 -0.956  C21 1.090
16 H -0.660 -9.330 -0.392  C6 1.090
17 H 4.085 -1.581 -0.967  C36 1.090
18 O -0.380 -2.304 0.201  C21 1.443, C34 1.395
19 O 3.741 -1.045 -2.968  C4 1.376, C36 1.380
20 C -0.146 -1.826 4.092  H2 1.090, O13 1.402, H47 1.090, H65 1.090
21 C -1.553 -3.133 0.071  H15 1.090, O18 1.443, H27 1.090, H48 1.090
22 C 4.308 2.306 -3.789  H35 1.090, H37 1.090, H39 1.090, O70 1.389
23 H 0.936 6.216 -3.146  C33 1.090
24 H -3.923 -4.580 0.565  C1 1.090
25 O 1.342 4.154 1.845  C51 1.429, C58 1.364
26 O -1.022 -0.415 -1.019  C34 1.215
27 H -1.275 -4.031 0.623  C21 1.090
28 O -3.809 -6.575 -0.297  C1 1.461, C9 1.364
29 H 3.950 -2.750 -2.215  C36 1.090
30 O 1.111 4.379 4.004  C32 1.411, C58 1.350
31 C -3.485 0.093 1.457  H3 1.090, O56 1.447, H61 1.090, H67 1.090
32 C 1.103 5.142 5.190  O30 1.411, H55 1.090, H57 1.090, H59 1.090
33 C -0.069 6.030 -2.769  H23 1.090, H38 1.090, H52 1.090, O71 1.447
34 C -0.342 -0.960 -0.171  O14 1.292, O18 1.395, O26 1.215
35 H 5.107 2.420 -3.056  C22 1.090
36 C 3.501 -1.825 -1.855  H17 1.090, O19 1.380, H29 1.090, H63 1.090
37 H 4.587 2.667 -4.779  C22 1.090
38 H -0.831 6.555 -3.346  C33 1.090
39 H 3.390 2.798 -3.469  C22 1.090
40 C 0.884 0.951 0.328  O14 1.412, H45 1.090, H53 1.090, H72 1.090
41 O 3.618 0.812 -1.614  C4 1.203
42 H -0.042 0.463 -3.445  C66 1.090
43 O -2.320 -6.564 1.502  C9 1.263
44 H 1.391 5.365 0.013  C51 1.090
45 H 0.655 1.373 -0.651  C40 1.090
46 O -2.293 -8.172 -0.185  C6 1.407, C9 1.359
47 H 0.115 -2.862 3.876  C20 1.090
48 H -2.357 -2.626 0.605  C21 1.090
49 H -0.572 -8.329 0.955  C6 1.090
50 C -1.877 -0.552 3.075  O5 1.243, O13 1.332, O56 1.278
51 C 1.042 4.443 0.478  H11 1.090, O25 1.429, H44 1.090, H60 1.090
52 H -0.029 6.373 -1.735  C33 1.090
53 H 1.917 1.180 0.590  C40 1.090
54 H -1.770 -9.705 1.035  C6 1.090
55 H 0.543 6.077 5.204  C32 1.090
56 O -2.883 -0.871 2.354  C31 1.447, C50 1.278
57 H 2.144 5.409 5.375  C32 1.090
58 C 0.868 4.981 2.820  O25 1.364, O30 1.350, O68 1.220
59 H 0.778 4.593 6.074  C32 1.090
60 H -0.044 4.440 0.385  C51 1.090
61 H -3.841 -0.558 0.658  C31 1.090
62 H -0.239 1.492 -4.952  C66 1.090
63 H 2.471 -1.822 -1.497  C36 1.090
64 C 0.140 3.765 -3.596  O7 1.386, O8 1.244, O71 1.331
65 H -0.129 -1.657 5.168  C20 1.090
66 C 0.225 1.379 -3.972  O7 1.413, H42 1.090, H62 1.090, H69 1.090
67 H -4.373 0.500 1.941  C31 1.090
68 O 0.397 6.102 2.721  C58 1.220
69 H 1.297 1.398 -4.165  C66 1.090
70 O 4.055 0.941 -3.827  C4 1.333, C22 1.389
71 O -0.500 4.651 -2.835  C33 1.447, C64 1.331
72 H 0.324 1.470 1.106  C40 1.090

## Properties
- E_HOMO: -0.38598 hartree
- SMILES: COC(=O)OC.COC(=O)OC.COC(=O)OC.COC(=O)OC.COC(=O)OC.COC(=O)OC

=====

Version iii
The following is a DFT calculation (wB97M-V/def2-TZVPD) of a cluster of 6 separate species, C18H36O18 in total.

Each atom is followed by the atoms it is bonded to, with distances in Å.
Geometry (Å):
1 C -3.439 3.157 -0.478  H2 1.084, O30 1.429, H48 1.085, H71 1.094
2 H -3.696 3.256 0.571  C1 1.084
3 H -2.359 -0.759 1.458  C39 1.090
4 C -1.316 5.239 2.197  O24 1.311, O41 1.313, O72 1.214
5 H 1.446 1.013 -1.819  C36 1.098
6 C 1.280 -5.015 -4.807  H22 1.094, H31 1.089, H64 1.092, O66 1.400
7 C 5.141 -3.114 0.229  H26 1.093, H38 1.086, O45 1.424, H62 1.087
8 H -2.035 0.990 1.447  C39 1.085
9 H -1.160 2.035 -4.025  C17 1.089
10 C 3.367 1.153 0.936  O19 1.424, H27 1.084, H43 1.088, H60 1.089
11 O -1.121 -0.695 3.376  C61 1.188
12 H 1.641 -3.320 0.070  C52 1.093
13 O 0.862 -1.702 3.363  C57 1.428, C61 1.339
14 C 0.943 -4.011 -2.715  O20 1.197, O66 1.332, O69 1.325
15 O -0.914 -2.828 2.695  C28 1.416, C61 1.338
16 H 2.537 -2.432 2.584  C57 1.088
17 C -2.150 1.624 -3.830  H9 1.089, H25 1.094, H35 1.087, O47 1.418
18 H -2.594 -4.004 2.598  C28 1.090
19 O 3.375 -0.135 0.329  C10 1.424, C70 1.322
20 O 1.390 -2.946 -3.027  C14 1.197
21 C -0.618 2.986 1.968  H32 1.094, H34 1.092, O41 1.426, H68 1.081
22 H 1.150 -4.030 -5.265  C6 1.094
23 O 5.529 -0.503 0.816  C70 1.204
24 O -0.807 6.428 2.409  C4 1.311, C55 1.403
25 H -2.796 2.086 -4.581  C17 1.094
26 H 5.381 -3.208 1.291  C7 1.093
27 H 4.239 1.772 0.756  C10 1.084
28 C -2.315 -2.953 2.538  O15 1.416, H18 1.090, H56 1.084, H63 1.101
29 C -3.833 1.546 -2.200  O30 1.341, O47 1.326, O59 1.189
30 O -4.243 2.132 -1.066  C1 1.429, C29 1.341
31 H 2.319 -5.330 -4.891  C6 1.089
32 H -0.987 3.077 0.942  C21 1.094
33 O -0.263 -0.097 -1.800  C36 1.423, C49 1.345
34 H -1.480 2.569 2.492  C21 1.092
35 H -2.060 0.549 -3.963  C17 1.087
36 C 1.111 0.022 -2.150  H5 1.098, O33 1.423, H50 1.086, H53 1.085
37 H -1.862 7.719 1.166  C55 1.094
38 H 4.747 -4.074 -0.089  C7 1.086
39 C -2.473 0.166 0.892  H3 1.090, H8 1.085, H58 1.086, O65 1.427
40 H 0.748 -2.365 -0.961  C52 1.090
41 O -0.389 4.329 2.385  C4 1.313, C21 1.426
42 O 0.165 0.742 0.261  C49 1.203
43 H 3.093 1.081 1.987  C10 1.088
44 H 1.114 -3.462 2.185  C57 1.083
45 O 4.127 -2.125 0.080  C7 1.424, C70 1.326
46 H -1.268 8.470 2.592  C55 1.088
47 O -2.657 2.036 -2.571  C17 1.418, C29 1.326
48 H -2.370 3.009 -0.603  C1 1.085
49 C -0.582 0.238 -0.537  O33 1.345, O42 1.203, O65 1.305
50 H 1.727 -0.708 -1.632  C36 1.086
51 H 1.805 -3.517 3.776  C57 1.092
52 C 0.710 -3.354 -0.503  H12 1.093, H40 1.090, H67 1.085, O69 1.416
53 H 1.258 0.050 -3.224  C36 1.085
54 H -2.653 7.416 2.664  C55 1.090
55 C -1.661 7.526 2.224  O24 1.403, H37 1.094, H46 1.088, H54 1.090
56 H -2.852 -2.241 3.155  C28 1.084
57 C 1.597 -2.850 2.938  O13 1.428, H16 1.088, H44 1.083, H51 1.092
58 H -3.535 0.305 0.716  C39 1.086
59 O -4.463 0.712 -2.766  C29 1.189
60 H 2.502 1.642 0.490  C10 1.089
61 C -0.459 -1.654 3.146  O11 1.188, O13 1.339, O15 1.338
62 H 6.046 -2.836 -0.306  C7 1.087
63 H -2.600 -2.783 1.487  C28 1.101
64 H 0.686 -5.631 -5.485  C6 1.092
65 O -1.850 -0.026 -0.377  C39 1.427, C49 1.305
66 O 0.800 -5.083 -3.493  C6 1.400, C14 1.332
67 H -0.107 -3.488 0.199  C52 1.085
68 H 0.269 2.366 1.985  C21 1.081
69 O 0.592 -4.365 -1.487  C14 1.325, C52 1.416
70 C 4.452 -0.893 0.446  O19 1.322, O23 1.204, O45 1.326
71 H -3.733 4.075 -0.992  C1 1.094
72 O -2.444 5.021 1.803  C4 1.214

## Properties
- E_HOMO: -0.39000 hartree
- SMILES: COC(=O)OC.COC(=O)OC.COC(=O)OC.COC(=O)OC.COC(=O)OC.COC(=O)OC

=====

Which structure above is the least stable? It is version i.